Model A:
{"formula": "C4H9O3", "method": "the ωB97M-V functional and the def2-TZVPD basis", "homo_ev": -4.13, "molar_mass_g_mol": 105.11, "charge": -1, "lumo_energy_ev": 3.798, "species": ["C", "C", "O", "H", "H", "H", "H", "H", "H", "C", "C", "O", "O", "H", "H", "H"], "coordinates": [[1.77227, -0.46351, 0.29966], [2.10743, -1.16981, -1.15498], [1.56638, 0.95771, 0.07734], [0.94650, -0.92464, 0.81230], [2.80781, -0.39063, 0.88570], [3.16293, -1.59512, -0.97441], [0.55083, 1.16621, 0.04225], [2.02113, -0.47304, -1.99801], [1.25706, -1.79017, -1.45906], [-2.47701, 0.05875, 0.35022], [-2.23846, 1.56708, 0.57551], [-1.14928, 1.93458, 0.07934], [-2.90520, 1.98162, 1.46644], [-3.45885, -0.20899, 0.72113], [-1.58953, -0.43717, 0.88139], [-2.37398, -0.21286, -0.60482]], "mulliken_charge": [-0.172, -0.863, -0.536, 0.222, 0.199, 0.242, 0.372, 0.269, 0.289, -0.813, 0.560, -0.782, -0.641, 0.320, -0.009, 0.345]}

Model B:
{"formula": "C4H9O3", "method": "the ωB97M-V functional and the def2-TZVPD basis", "homo_ev": -3.77, "molar_mass_g_mol": 105.11, "charge": -1, "lumo_energy_ev": 3.356, "species": ["O", "C", "O", "C", "C", "C", "H", "H", "H", "H", "H", "H", "H", "H", "H", "O"], "coordinates": [[2.63109, -1.86534, 0.23725], [2.20621, -0.67209, 0.29090], [2.60135, 0.21922, 1.06844], [0.92026, -0.40833, -0.34999], [0.54631, 1.00594, -0.59238], [-0.97782, 0.89655, -1.15063], [0.23583, -1.02950, 0.42036], [0.76218, -0.93447, -1.25943], [1.37424, 1.42214, -1.16111], [0.41993, 1.66388, 0.34238], [-1.60412, 1.51888, -0.46890], [-1.00930, 1.39415, -2.19445], [-1.39095, -0.08768, -1.33952], [-2.89199, -0.61442, 2.31735], [-1.48160, -1.09378, 1.83403], [-2.34163, -1.41515, 2.00570]], "mulliken_charge": [-0.781, 0.361, -0.722, -0.250, -0.102, -1.019, -0.172, 0.322, 0.316, 0.135, 0.274, 0.255, 0.365, 0.315, 0.369, -0.664]}

Model C:
{"formula": "C4H9O3", "method": "the ωB97M-V functional and the def2-TZVPD basis", "homo_ev": -4.81, "molar_mass_g_mol": 105.11, "charge": -1, "lumo_energy_ev": 4.237, "species": ["C", "C", "O", "O", "H", "H", "H", "C", "C", "O", "H", "H", "H", "H", "H", "H"], "coordinates": [[1.26399, -2.69593, -0.00839], [0.07613, -1.75569, 0.16769], [-0.21396, -1.04641, -0.85435], [-0.45747, -1.68975, 1.28137], [1.28369, -3.29431, -0.92378], [1.25141, -3.36080, 0.84817], [2.24088, -2.20602, 0.08223], [-0.56850, 2.11845, -0.69581], [-0.59292, 1.87415, 0.81845], [-1.19076, 1.09909, -1.44508], [-0.95815, 3.10743, -1.01224], [0.48331, 2.24682, -0.99917], [0.39547, 2.00773, 1.29901], [-0.90072, 0.20163, -0.94978], [-0.90362, 0.84643, 0.99060], [-1.20877, 2.54717, 1.40107]], "mulliken_charge": [-0.982, 0.752, -0.732, -0.711, 0.281, 0.302, 0.219, -0.223, -0.829, -0.657, 0.320, 0.157, 0.224, 0.398, 0.228, 0.253]}

Most stable pick: model C. Distance to second place: 0.985 eV.

Model A:
{"formula": "C3H4O3S", "method": "the ωB97M-V functional and the def2-TZVPD basis", "homo_ev": -9.77, "molar_mass_g_mol": 120.13, "lumo_energy_ev": -0.962, "species": ["C", "C", "C", "O", "O", "O", "S", "H", "H", "H", "H"], "coordinates": [[-0.34037, -1.24387, -0.13082], [0.42682, -0.19480, -0.09960], [1.63216, 0.67549, -0.08438], [-2.32231, 0.49581, 1.34890], [-1.61378, -1.29204, -0.32766], [-1.26659, 0.99556, -0.74089], [-2.43985, 0.32076, -0.05214], [-0.13750, -2.23564, 0.12644], [1.75779, 1.68596, -0.53620], [2.47722, 0.15985, -0.51267], [1.82641, 0.63292, 1.00903]], "mulliken_charge": [0.045, 0.415, -1.005, -0.448, -0.433, -0.564, 0.680, 0.394, 0.330, 0.314, 0.272]}

Model B:
{"formula": "C3H4O3S", "method": "the ωB97M-V functional and the def2-TZVPD basis", "homo_ev": -10.49, "molar_mass_g_mol": 120.13, "lumo_energy_ev": -1.083, "species": ["C", "C", "C", "O", "O", "O", "S", "H", "H", "H", "H"], "coordinates": [[2.12606, -2.56701, 0.37879], [-0.71484, 1.24842, 1.01047], [1.93859, -1.39509, 0.12889], [0.93694, 0.95811, 3.02193], [3.00627, -0.42232, 3.13500], [-0.18321, 0.97971, -0.10058], [1.65218, -0.23512, 2.73271], [-0.84869, 2.27323, 1.41693], [1.96806, -3.55901, 0.34402], [-1.13806, 0.42793, 1.66241], [1.81572, -0.32931, 0.11155]], "mulliken_charge": [-0.344, -0.059, -0.572, -0.420, -0.365, -0.456, 0.742, 0.247, 0.420, 0.279, 0.526]}

Most stable pick: model B. Distance to second place: 0.176 eV.